The following is a DFT calculation (ωB97M-V/def2-TZVPD) of 11 unconnected molecules or ions with the total composition C77H172N10O11 at a distorted geometry.

Bonds (Å) are listed after each position.
Element x y z (Å)
1 O -2.988 -11.478 5.323  N21 1.400, H118 0.960
2 O 6.679 2.372 5.442  C47 1.406, C83 1.391
3 O 2.559 8.346 0.989  N20 1.360, H146 0.960
4 O -3.828 4.456 7.401  N16 1.323, H162 0.960
5 O -0.851 1.019 -0.784  N17 1.373, H184 0.960
6 O 6.426 -2.409 -4.025  N18 1.336, H258 0.960
7 O 4.297 -8.502 5.158  C37 1.399, C73 1.460
8 O 2.665 5.646 -7.770  C30 1.383, C81 1.451
9 O -4.055 2.859 -5.353  N15 1.389, H180 0.960
10 O -8.378 4.628 4.656  C63 1.449, H254 0.960
11 O -1.357 -7.531 -4.835  N13 1.419, H136 0.960
12 N 3.942 7.663 -9.396  C62 1.471, H217 1.010, H227 1.010
13 N -1.896 -8.321 -5.882  O11 1.419, C34 1.484, C77 1.509
14 N 4.860 -5.808 7.637  C88 1.486, H193 1.010, H245 1.010
15 N -5.441 2.764 -5.311  O9 1.389, C27 1.464, C61 1.524
16 N -3.245 5.453 8.046  O4 1.323, C31 1.554, C35 1.536
17 N -0.066 -0.029 -0.369  O5 1.373, C51 1.499, C79 1.450
18 N 7.543 -2.343 -3.296  O6 1.336, C23 1.437, C26 1.484
19 N 8.829 2.776 3.774  C90 1.471, H167 1.010, H207 1.010
20 N 2.411 9.254 -0.012  O3 1.360, C28 1.432, C52 1.489
21 N -2.907 -10.180 4.806  O1 1.400, C32 1.454, C66 1.481
22 C -1.325 7.070 8.330  C35 1.535, C58 1.567, H200 1.090, H262 1.090
23 C 7.725 -1.037 -2.725  N18 1.437, C54 1.552, C59 1.564, C76 1.569
24 C -5.133 -9.353 5.624  C32 1.577, H111 1.090, H115 1.090, H244 1.090
25 C -1.502 -10.858 2.915  C66 1.548, H122 1.090, H228 1.090, H255 1.090
26 C 7.872 -3.610 -2.597  N18 1.484, C36 1.559, C41 1.563, C57 1.549
27 C -6.047 4.072 -5.051  N15 1.464, C43 1.549, C45 1.578, C74 1.574
28 C 1.769 10.480 0.357  N20 1.432, C68 1.589, C94 1.597, C95 1.538
29 C -7.542 3.693 2.487  C63 1.530, H140 1.090, H187 1.090, H220 1.090
30 C 1.972 4.559 -7.270  O8 1.383, H143 1.090, H161 1.090, H232 1.090
31 C -3.613 5.507 9.555  N16 1.554, C48 1.589, C49 1.552, C72 1.581
32 C -3.564 -9.192 5.646  N21 1.454, C24 1.577, C75 1.540, C85 1.545
33 C 0.565 -2.559 1.062  C56 1.543, C78 1.548, H185 1.090, H186 1.090
34 C -2.225 -7.530 -7.094  N13 1.484, C42 1.547, C44 1.542, C98 1.522
35 C -1.856 5.867 7.538  N16 1.536, C22 1.535, C50 1.522, C87 1.642
36 C 8.093 -4.777 -3.606  C26 1.559, H112 1.090, H145 1.090, H208 1.090
37 C 3.993 -8.706 3.808  O7 1.399, H123 1.090, H133 1.090, H137 1.090
38 C -4.060 -8.721 -4.577  C77 1.554, H165 1.090, H182 1.090, H206 1.090
39 C -5.502 0.411 -6.178  C61 1.533, H135 1.090, H199 1.090, H230 1.090
40 C 1.963 9.097 -9.500  C62 1.581, H176 1.090, H188 1.090, H242 1.090
41 C 9.253 -3.433 -1.888  C26 1.563, C71 1.548, H172 1.090, H183 1.090
42 C -3.135 -6.321 -6.774  C34 1.547, H202 1.090, H225 1.090, H266 1.090
43 C -7.591 3.963 -4.979  C27 1.549, C60 1.536, H148 1.090, H256 1.090
44 C -2.799 -8.458 -8.183  C34 1.542, C65 1.507, H139 1.090, H181 1.090
45 C -5.647 4.767 -3.692  C27 1.578, H129 1.090, H173 1.090, H234 1.090
46 C 3.292 -7.720 7.769  C88 1.563, H154 1.090, H224 1.090, H263 1.090
47 C 5.724 1.420 5.841  O2 1.406, H164 1.090, H170 1.090, H179 1.090
48 C -3.017 6.858 10.145  C31 1.589, C58 1.531, H237 1.090, H239 1.090
49 C -3.058 4.267 10.305  C31 1.552, H190 1.090, H194 1.090, H259 1.090
50 C -1.934 6.145 6.044  C35 1.522, H113 1.090, H229 1.090, H233 1.090
51 C -0.426 -1.325 -1.031  N17 1.499, C56 1.565, C80 1.530, C97 1.607
52 C 2.089 8.551 -1.284  N20 1.489, C55 1.570, C64 1.543, C67 1.549
53 C 7.693 4.572 2.685  C90 1.512, H124 1.090, H205 1.090, H249 1.090
54 C 7.837 0.083 -3.793  C23 1.552, H126 1.090, H235 1.090, H265 1.090
55 C 2.092 9.630 -2.425  C52 1.570, C96 1.545, H101 1.090, H195 1.090
56 C 0.487 -2.469 -0.477  C33 1.543, C51 1.565, H114 1.090, H160 1.090
57 C 6.803 -3.970 -1.535  C26 1.549, H110 1.090, H142 1.090, H215 1.090
58 C -1.516 7.012 9.885  C22 1.567, C48 1.531, H178 1.090, H247 1.090
59 C 9.052 -0.970 -1.900  C23 1.564, C71 1.494, H116 1.090, H221 1.090
60 C -8.298 3.159 -6.080  C43 1.536, C92 1.541, H117 1.090, H149 1.090
61 C -6.114 1.812 -6.293  N15 1.524, C39 1.533, C82 1.609, C92 1.596
62 C 2.729 8.013 -8.642  N12 1.471, C40 1.581, C81 1.604, H189 1.090
63 C -8.690 4.330 3.273  O10 1.449, C29 1.530, H231 1.090, H270 1.090
64 C 3.215 7.547 -1.607  C52 1.543, H127 1.090, H168 1.090, H246 1.090
65 C -3.928 -9.334 -7.704  C44 1.507, C89 1.542, H210 1.090, H213 1.090
66 C -2.744 -10.039 3.341  N21 1.481, C25 1.548, C70 1.540, C91 1.499
67 C 0.705 7.858 -1.257  C52 1.549, H151 1.090, H248 1.090, H268 1.090
68 C 1.768 11.461 -0.893  C28 1.589, C96 1.522, H198 1.090, H209 1.090
69 C -1.117 -0.055 1.917  C79 1.514, H99 1.090, H196 1.090, H223 1.090
70 C -2.404 -8.566 3.049  C66 1.540, C93 1.517, H152 1.090, H261 1.090
71 C 9.303 -2.152 -1.021  C41 1.548, C59 1.494, H109 1.090, H240 1.090
72 C -5.192 5.482 9.630  C31 1.581, H153 1.090, H166 1.090, H269 1.090
73 C 4.363 -7.080 5.478  O7 1.460, C88 1.557, H214 1.090, H264 1.090
74 C -5.684 5.124 -6.164  C27 1.574, H132 1.090, H203 1.090, H212 1.090
75 C -3.259 -7.766 5.151  C32 1.540, C93 1.549, H131 1.090, H243 1.090
76 C 6.588 -0.707 -1.694  C23 1.569, H108 1.090, H218 1.090, H226 1.090
77 C -2.883 -9.344 -5.377  N13 1.509, C38 1.554, C86 1.508, C89 1.519
78 C 1.051 -1.167 1.535  C33 1.548, C79 1.570, H138 1.090, H177 1.090
79 C 0.134 0.018 1.066  N17 1.450, C69 1.514, C78 1.570, C84 1.565
80 C -1.851 -1.882 -1.020  C51 1.530, H128 1.090, H144 1.090, H253 1.090
81 C 1.855 6.700 -8.353  O8 1.451, C62 1.604, H125 1.090, H250 1.090
82 C -5.896 2.261 -7.823  C61 1.609, H147 1.090, H219 1.090, H241 1.090
83 C 6.449 2.942 4.194  O2 1.391, C90 1.552, H120 1.090, H257 1.090
84 C 1.007 1.251 1.474  C79 1.565, H119 1.090, H159 1.090, H252 1.090
85 C -3.070 -9.296 7.106  C32 1.545, H104 1.090, H157 1.090, H192 1.090
86 C -2.193 -10.271 -4.408  C77 1.508, H169 1.090, H171 1.090, H251 1.090
87 C -0.727 4.696 7.766  C35 1.642, H141 1.090, H191 1.090, H260 1.090
88 C 4.529 -7.120 7.025  N14 1.486, C46 1.563, C73 1.557, H102 1.090
89 C -3.418 -10.185 -6.524  C65 1.542, C77 1.519, H103 1.090, H107 1.090
90 C 7.749 3.756 3.958  N19 1.471, C53 1.512, C83 1.552, H175 1.090
91 C -3.936 -10.493 2.552  C66 1.499, H100 1.090, H155 1.090, H211 1.090
92 C -7.693 1.741 -6.075  C60 1.541, C61 1.596, H222 1.090, H236 1.090
93 C -3.401 -7.576 3.621  C70 1.517, C75 1.549, H121 1.090, H197 1.090
94 C 0.323 10.162 0.958  C28 1.597, H130 1.090, H156 1.090, H267 1.090
95 C 2.587 11.204 1.440  C28 1.538, H106 1.090, H150 1.090, H238 1.090
96 C 1.222 10.885 -2.192  C55 1.545, C68 1.522, H105 1.090, H158 1.090
97 C 0.066 -1.132 -2.548  C51 1.607, H201 1.090, H204 1.090, H216 1.090
98 C -0.952 -7.055 -7.779  C34 1.522, H134 1.090, H163 1.090, H174 1.090
99 H -1.693 -0.953 1.694  C69 1.090
100 H -4.798 -9.866 2.782  C91 1.090
101 H 1.648 9.286 -3.358  C55 1.090
102 H 5.349 -7.819 7.187  C88 1.090
103 H -2.652 -10.873 -6.881  C89 1.090
104 H -3.385 -8.371 7.591  C85 1.090
105 H 0.181 10.565 -2.209  C96 1.090
106 H 2.492 10.668 2.384  C95 1.090
107 H -4.137 -10.904 -6.131  C89 1.090
108 H 6.460 0.375 -1.734  C76 1.090
109 H 8.547 -2.272 -0.246  C71 1.090
110 H 7.067 -4.796 -0.875  C57 1.090
111 H -5.499 -8.933 4.687  C24 1.090
112 H 8.329 -5.750 -3.174  C36 1.090
113 H -1.056 6.314 5.420  C50 1.090
114 H 0.109 -3.438 -0.802  C56 1.090
115 H -5.454 -10.395 5.625  C24 1.090
116 H 9.876 -0.802 -2.594  C59 1.090
117 H -9.360 3.176 -5.837  C60 1.090
118 H -2.194 -11.585 5.852  O1 0.960
119 H 1.839 1.295 0.771  C84 1.090
120 H 5.642 3.674 4.180  C83 1.090
121 H -4.387 -7.817 3.224  C93 1.090
122 H -0.665 -10.445 3.478  C25 1.090
123 H 3.849 -9.786 3.783  C37 1.090
124 H 8.642 5.084 2.526  C53 1.090
125 H 1.046 6.978 -7.677  C81 1.090
126 H 8.602 -0.301 -4.469  C54 1.090
127 H 3.309 6.757 -0.861  C64 1.090
128 H -2.010 -2.759 -1.647  C80 1.090
129 H -5.672 3.974 -2.946  C45 1.090
130 H -0.348 9.537 0.370  C94 1.090
131 H -2.194 -7.660 5.359  C75 1.090
132 H -4.613 5.287 -6.280  C74 1.090
133 H 3.079 -8.221 3.463  C37 1.090
134 H -1.153 -6.466 -8.674  C98 1.090
135 H -4.453 0.482 -6.464  C39 1.090
136 H -0.494 -7.947 -4.778  O11 0.960
137 H 4.828 -8.422 3.167  C37 1.090
138 H 1.161 -1.184 2.619  C78 1.090
139 H -2.067 -9.074 -8.706  C44 1.090
140 H -7.352 2.682 2.848  C29 1.090
141 H -1.137 3.752 7.408  C87 1.090
142 H 6.603 -3.153 -0.842  C57 1.090
143 H 1.331 4.890 -6.452  C30 1.090
144 H -2.472 -1.120 -1.492  C80 1.090
145 H 8.820 -4.522 -4.378  C36 1.090
146 H 3.394 8.678 1.328  O3 0.960
147 H -4.839 2.340 -8.074  C82 1.090
148 H -8.040 4.955 -5.003  C43 1.090
149 H -8.171 3.710 -7.012  C60 1.090
150 H 3.648 11.246 1.194  C95 1.090
151 H 0.650 6.913 -1.797  C67 1.090
152 H -1.420 -8.221 3.367  C70 1.090
153 H -5.605 6.202 8.923  C72 1.090
154 H 3.290 -8.801 7.632  C46 1.090
155 H -3.745 -10.401 1.483  C91 1.090
156 H 0.387 9.810 1.988  C94 1.090
157 H -1.990 -9.407 7.197  C85 1.090
158 H 1.142 11.541 -3.059  C96 1.090
159 H 0.422 2.169 1.419  C84 1.090
160 H 1.523 -2.434 -0.813  C56 1.090
161 H 1.380 4.125 -8.075  C30 1.090
162 H -4.623 4.848 7.034  O4 0.960
163 H -0.240 -7.841 -8.033  C98 1.090
164 H 5.673 0.639 5.083  C47 1.090
165 H -3.797 -8.222 -3.644  C38 1.090
166 H -5.483 5.742 10.648  C72 1.090
167 H 9.116 2.396 4.665  N19 1.010
168 H 3.025 7.088 -2.577  C64 1.090
169 H -1.303 -10.750 -4.816  C86 1.090
170 H 5.994 0.944 6.783  C47 1.090
171 H -2.783 -11.094 -4.007  C86 1.090
172 H 9.346 -4.197 -1.117  C41 1.090
173 H -4.587 5.005 -3.603  C45 1.090
174 H -0.401 -6.397 -7.107  C98 1.090
175 H 7.990 4.293 4.875  C90 1.090
176 H 1.053 9.436 -9.004  C40 1.090
177 H 2.050 -0.945 1.159  C78 1.090
178 H -0.876 6.270 10.362  C58 1.090
179 H 4.716 1.833 5.886  C47 1.090
180 H -3.882 2.766 -4.414  O9 0.960
181 H -3.238 -7.717 -8.851  C44 1.090
182 H -4.664 -9.547 -4.200  C38 1.090
183 H 10.113 -3.518 -2.554  C41 1.090
184 H -0.159 1.589 -1.125  O5 0.960
185 H -0.365 -2.794 1.579  C33 1.090
186 H 1.269 -3.355 1.304  C33 1.090
187 H -7.782 3.628 1.426  C29 1.090
188 H 1.665 8.768 -10.495  C40 1.090
189 H 3.040 8.497 -7.716  C62 1.090
190 H -1.971 4.290 10.227  C49 1.090
191 H -0.609 4.354 8.794  C87 1.090
192 H -3.402 -10.231 7.557  C85 1.090
193 H 4.988 -5.818 8.639  N14 1.010
194 H -3.352 4.351 11.351  C49 1.090
195 H 3.117 9.889 -2.692  C55 1.090
196 H -1.804 0.761 1.696  C69 1.090
197 H -3.197 -6.556 3.294  C93 1.090
198 H 1.289 12.409 -0.645  C68 1.090
199 H -6.040 -0.280 -6.827  C39 1.090
200 H -1.697 8.049 8.030  C22 1.090
201 H 1.091 -0.795 -2.705  C97 1.090
202 H -4.220 -6.397 -6.844  C42 1.090
203 H -6.194 4.828 -7.081  C74 1.090
204 H 0.029 -2.137 -2.968  C97 1.090
205 H 6.953 5.355 2.845  C53 1.090
206 H -4.627 -8.048 -5.220  C38 1.090
207 H 8.522 2.022 3.176  N19 1.010
208 H 7.159 -4.852 -4.163  C36 1.090
209 H 2.794 11.740 -1.134  C68 1.090
210 H -4.889 -8.898 -7.432  C65 1.090
211 H -4.208 -11.493 2.889  C91 1.090
212 H -5.986 6.140 -5.913  C74 1.090
213 H -4.155 -10.045 -8.499  C65 1.090
214 H 3.473 -6.541 5.153  C73 1.090
215 H 5.869 -4.241 -2.027  C57 1.090
216 H -0.557 -0.392 -3.049  C97 1.090
217 H 4.420 6.910 -8.922  N12 1.010
218 H 6.797 -0.892 -0.640  C76 1.090
219 H -6.301 1.458 -8.440  C82 1.090
220 H -6.598 4.223 2.612  C29 1.090
221 H 8.928 -0.067 -1.302  C59 1.090
222 H -8.048 1.155 -5.228  C92 1.090
223 H -0.982 -0.034 2.999  C69 1.090
224 H 2.413 -7.202 7.385  C46 1.090
225 H -2.948 -5.976 -5.757  C42 1.090
226 H 5.600 -1.075 -1.971  C76 1.090
227 H 3.748 7.448 -10.364  N12 1.010
228 H -1.262 -10.684 1.866  C25 1.090
229 H -2.596 7.006 5.950  C50 1.090
230 H -5.706 0.070 -5.162  C39 1.090
231 H -9.574 3.694 3.311  C63 1.090
232 H 2.640 3.815 -6.836  C30 1.090
233 H -2.436 5.332 5.520  C50 1.090
234 H -6.228 5.643 -3.402  C45 1.090
235 H 6.894 0.226 -4.320  C54 1.090
236 H -8.222 1.172 -6.840  C92 1.090
237 H -3.286 6.950 11.197  C48 1.090
238 H 2.242 12.237 1.475  C95 1.090
239 H -3.458 7.696 9.606  C48 1.090
240 H 10.263 -2.074 -0.511  C71 1.090
241 H -6.480 3.095 -8.212  C82 1.090
242 H 2.618 9.961 -9.611  C40 1.090
243 H -3.882 -7.013 5.634  C75 1.090
244 H -5.649 -8.803 6.411  C24 1.090
245 H 4.008 -5.271 7.564  N14 1.010
246 H 4.145 8.113 -1.670  C64 1.090
247 H -1.161 7.922 10.369  C58 1.090
248 H -0.059 8.473 -1.734  C67 1.090
249 H 7.370 3.985 1.826  C53 1.090
250 H 1.529 6.357 -9.335  C81 1.090
251 H -1.735 -9.683 -3.613  C86 1.090
252 H 1.402 1.130 2.483  C84 1.090
253 H -2.189 -2.144 -0.018  C80 1.090
254 H -8.599 5.549 4.811  O10 0.960
255 H -1.572 -11.936 3.063  C25 1.090
256 H -7.986 3.537 -4.057  C43 1.090
257 H 6.260 2.289 3.342  C83 1.090
258 H 6.848 -2.438 -4.887  O6 0.960
259 H -3.325 3.277 9.936  C49 1.090
260 H 0.262 4.813 7.323  C87 1.090
261 H -2.458 -8.388 1.975  C70 1.090
262 H -0.245 7.154 8.208  C22 1.090
263 H 3.376 -7.503 8.834  C46 1.090
264 H 5.242 -6.650 4.999  C73 1.090
265 H 8.272 1.010 -3.421  C54 1.090
266 H -2.916 -5.461 -7.407  C42 1.090
267 H -0.252 11.086 0.894  C94 1.090
268 H 0.437 7.521 -0.255  C67 1.090
269 H -5.645 4.544 9.311  C72 1.090
270 H -8.923 5.219 2.686  C63 1.090

Molecular weight   1414.3 g mol⁻¹
Gap between HOMO and LUMO   7.9 eV
Total charge   0
Energy above the lowest of the compared OMol25 structures with the same formula, charge and spin   0.00 kcal per mole
Structure (SMILES)   CC1(C)CCCC(C)(C)N1O.CC1(C)CCCC(C)(C)N1O.CC1(C)CCCC(C)(C)N1O.CC1(C)CCCC(C)(C)N1O.CC1(C)CCCC(C)(C)N1O.CC1(C)CCCC(C)(C)N1O.CC1(C)CCCC(C)(C)N1O.COC[C@H](C)N.COC[C@H](C)N.COC[C@H](C)N.CCO
E_tot   -4411.62241 hartree
Maximum force   0.1108 hartree/bohr